Entry 1:
Molecular formula: C14H22I2MnNO4P2S
Method: DFT, wB97M-V/def2-TZVPD

Structure (ORCA input):
```
! RIJCOSX wB97M-V def2-TZVPD def2/J DEFGRID3
* xyz 2 5
I 2.71150 -0.36869 -3.58544
I 0.61014 -2.20491 -4.41569
Mn 0.49926 -0.66936 -1.47227
P -0.58286 1.01079 -2.66699
C -0.34380 2.54567 -1.72414
C -0.24962 1.48206 -4.39774
H -0.89064 2.34510 -4.65341
H -2.94099 1.52976 -3.06882
H -0.45145 0.63705 -5.07462
H -2.57870 -0.23012 -3.09840
H 0.72071 2.66957 -1.48020
H 0.80866 1.75176 -4.53507
C -2.37922 0.71396 -2.57969
H -0.69053 3.39887 -2.32228
H -2.64283 0.62806 -1.50963
H -0.93756 2.43806 -0.80024
P 1.42544 -2.75178 -0.92465
C 1.97091 -2.68605 0.81363
C 0.24853 -4.13834 -0.87289
H 2.56104 -3.67516 -2.86306
H 3.12464 -4.43638 -1.32355
H 3.67954 -2.78665 -1.82877
C 2.84091 -3.49026 -1.81630
H -0.29102 -4.19071 -1.82698
H 0.78545 -5.08284 -0.68137
H 2.37468 -3.66291 1.11607
H 1.10494 -2.41127 1.43681
H -0.47497 -3.96125 -0.06486
H 2.73459 -1.90549 0.91360
C 0.80632 0.16349 0.13808
O 1.32203 0.59000 1.11122
O -1.10722 -1.37986 4.22656
S -2.02395 -0.33514 3.83665
O -3.24083 -0.20135 4.59618
N -2.27041 -0.31102 2.21940
C -1.85366 0.81158 1.58803
O -2.01788 1.07871 0.37933
C -1.15411 1.73916 2.54581
C -0.40252 2.88855 2.27257
C 0.22970 3.56427 3.32656
C 0.13034 3.06250 4.63630
C -0.54941 1.86955 4.89471
C -1.17879 1.24300 3.82449
H -0.27708 3.21878 1.24577
H 0.82866 4.46534 3.12704
H 0.59854 3.61931 5.45661
H -0.58645 1.41460 5.88165
*
```

The calculation puts the HOMO energy (spin up / spin down) at -15.1 / -15.1 eV. As for the expectation value of S²: 6.10. The calculation puts the molecular weight at 671.09 g/mol. The orbital gap (spin up / spin down) is 0.1979 / 0.1950 hartree. The value obtained for the LUMO energy (spin up / spin down) is -9.729 / -9.752 eV.

***

Entry 2:
Molecular formula: C3H3NaO4
Method: DFT, wB97M-V/def2-TZVPD

Structure (ORCA input):
```
! RIJCOSX wB97M-V def2-TZVPD def2/J DEFGRID3
* xyz 0 1
C 1.48496 -1.75050 -1.26060
C 0.30722 -1.23998 -1.70931
O -0.50231 -0.49130 -1.01542
H 1.51584 -2.20191 -0.25899
H 0.20479 -1.19858 -2.81259
H 2.60146 -1.00339 -2.60557
C -2.47988 2.81427 3.63702
O -2.86851 3.40561 4.54543
O -2.03608 2.23839 2.73007
Na -0.94520 1.10057 0.63618
O 2.71771 -1.67317 -1.88622
*
```

The calculation puts the HOMO energy at -5.2 eV. The calculation puts the molecular weight at 126.04 g/mol. The orbital gap is 0.1535 hartree. The value obtained for the LUMO energy is -1.026 eV. The value obtained for the energy relative to the best compared isomer or geometry (same formula, charge and spin) is 178.2 kJ/mol.

***

Entry 3:
Molecular formula: C19H19N3O3S
Method: DFT, wB97M-V/def2-TZVPD

Structure (ORCA input):
```
! RIJCOSX wB97M-V def2-TZVPD def2/J DEFGRID3
* xyz 0 1
C -7.40047 -0.27637 -0.13745
C -5.80743 -0.23131 -0.08617
C -5.10765 1.03708 -0.37777
C -3.83641 0.91092 -0.23260
C -3.16623 -0.38560 0.05020
C -3.94574 -1.47622 0.52042
C -5.35338 -1.49182 0.48663
H -5.84714 -2.24469 0.39913
C -3.20006 -2.59441 0.78304
H -2.61408 -3.10265 0.00154
H -3.88109 -3.15862 1.32070
H -2.48299 -2.27215 1.50334
N -1.81434 -0.23611 0.18973
C -1.44251 1.21520 0.03034
N -0.19884 1.59705 -0.14117
C 0.93115 0.97422 0.45976
O 2.04932 1.50245 0.38526
C 0.89206 -0.51799 0.76806
C 0.81982 -1.19527 -0.64612
C 2.09080 -1.67494 -0.87812
O 2.40683 -2.17838 -2.15835
N 2.81011 -1.44190 0.22214
C 2.27821 -0.83701 1.27386
H 2.09707 -1.65322 2.18056
H 2.87704 0.05034 1.36363
C 4.44902 -1.66606 -0.00446
C 5.05007 -0.54139 -0.05230
C 5.29279 0.65953 -1.12207
C 5.79147 1.61012 -0.42519
C 6.01147 1.36721 0.86792
O 5.48599 0.30943 1.05356
H 6.34358 1.96501 1.47624
H 6.21618 2.56519 -1.04037
H 4.98298 0.19722 -2.13846
H 4.67614 -2.30842 0.88896
H 4.62008 -2.05382 -0.86622
H 0.15015 -2.18638 -0.54295
H 0.22583 -0.74101 -1.12324
H 0.10003 -0.56466 1.41692
H -0.20541 2.71717 -0.17737
S -2.68762 2.17212 -0.31207
H -5.92100 1.91313 -0.42612
H -7.83119 -1.06122 -0.93815
H -7.95857 -0.70619 0.74967
H -7.95610 0.74934 -0.59507
*
```

The calculation puts the HOMO energy at -7.6 eV. The SMILES is Cc1cc(C)c2nc(NC(=O)[C@H]3CC(=O)N(Cc4ccco4)C3)sc2c1. The calculation puts the molecular weight at 369.45 g/mol. The orbital gap is 0.2775 hartree. The value obtained for the LUMO energy is -0.031 eV. The value obtained for the energy relative to the best compared isomer or geometry (same formula, charge and spin) is 1627.8 kJ/mol.